Density functional theory data (ωB97M-V with the def2-TZVPD basis set) for a molecular structure, C32H51N2O2P2Ti at a distorted geometry.

<S²>: 2.01
Total energy (Eh): -3041.885939
Energy above the lowest of the compared OMol25 structures with the same formula, charge and spin (kcal/mol): 0.0
Total charge: +1
2S+1: 3

The geometry in XYZ format:
```
90
Properties=species:S:1:pos:R:3:forces:R:3
C -0.006 1.597 2.191 -0.3 0.6 1.0
C -2.007 0.523 1.512 0.0 -1.4 -0.2
C -0.697 2.364 3.113 1.1 0.0 -0.3
C -2.756 1.455 2.282 0.2 0.9 0.7
C -2.094 2.343 3.108 -0.9 -0.6 -0.5
H -0.107 2.988 3.781 -0.3 0.0 -0.1
H -3.841 1.352 2.284 0.3 0.1 0.1
H -2.645 3.004 3.772 0.0 -0.1 -0.1
N -0.632 0.737 1.361 0.1 -0.1 -0.3
P 2.286 1.180 0.619 0.5 1.3 0.5
P -1.595 -2.055 0.533 -1.6 0.8 0.3
C 1.516 1.713 2.191 -0.4 0.1 0.2
H 1.809 2.756 2.402 -0.2 -0.4 0.0
H 1.925 1.104 3.018 -0.2 0.1 -0.4
C -2.610 -0.673 1.058 0.8 1.4 -1.1
H -3.707 -0.693 1.070 0.5 -0.1 0.1
C -2.151 -2.724 -1.177 0.0 0.0 0.6
C -2.187 -3.225 1.930 0.3 -0.4 -0.3
C 2.298 2.809 -0.364 0.4 -0.2 0.0
C 4.048 0.764 1.199 -0.1 0.0 -0.3
C -0.966 -2.564 -2.139 -0.1 -0.1 -0.2
H -0.072 -3.087 -1.765 -0.2 0.2 -0.1
H -1.232 -3.028 -3.100 0.1 0.1 0.1
H -0.725 -1.511 -2.347 -0.1 -0.3 0.1
C -2.494 -4.218 -1.147 -0.1 -0.1 -0.3
H -1.635 -4.823 -0.836 -0.2 0.1 -0.1
H -3.357 -4.448 -0.517 0.3 0.1 -0.2
H -2.753 -4.529 -2.170 0.0 0.0 0.2
C -3.351 -1.906 -1.667 -0.1 -0.2 -0.3
H -3.649 -2.295 -2.653 0.0 0.1 0.2
H -4.218 -1.999 -0.998 0.3 0.1 -0.2
H -3.100 -0.842 -1.783 -0.1 -0.3 0.1
C -1.407 -4.548 1.913 -0.1 -0.2 0.2
H -0.323 -4.377 1.925 -0.2 0.0 0.1
H -1.672 -5.122 2.814 0.1 0.1 -0.2
H -1.649 -5.170 1.047 0.0 0.1 0.3
C -1.925 -2.522 3.275 0.0 0.1 -0.1
H -0.864 -2.280 3.409 -0.3 -0.1 0.1
H -2.513 -1.602 3.361 0.2 -0.2 0.0
H -2.243 -3.201 4.082 0.2 0.1 -0.2
C -3.713 -3.460 1.801 -0.1 -0.1 0.2
H -4.236 -2.620 1.327 0.1 -0.3 0.1
H -3.957 -4.377 1.250 0.1 0.2 0.2
H -4.152 -3.567 2.806 0.2 0.0 -0.3
C 4.948 0.602 -0.036 0.3 -0.1 0.1
H 5.916 0.182 0.281 -0.2 0.1 -0.1
H 4.511 -0.091 -0.767 0.1 0.2 0.1
H 5.161 1.556 -0.535 -0.1 -0.3 0.2
C 3.987 -0.582 1.937 0.1 -0.1 0.0
H 3.357 -0.537 2.834 0.1 -0.1 -0.2
H 3.628 -1.394 1.296 0.1 0.2 0.2
H 5.007 -0.844 2.262 -0.3 0.1 -0.1
C 4.667 1.790 2.167 0.1 0.1 0.0
H 5.603 1.361 2.559 -0.3 0.1 -0.1
H 4.934 2.735 1.685 -0.1 -0.3 0.2
H 4.018 2.002 3.025 0.2 -0.1 -0.2
C 0.866 3.380 -0.392 0.1 0.0 0.0
H 0.869 4.290 -1.012 0.0 -0.2 0.2
H 0.163 2.677 -0.846 0.0 0.1 0.2
H 0.509 3.646 0.611 0.0 0.0 -0.3
C 2.747 2.497 -1.803 0.0 0.2 -0.1
H 2.070 1.791 -2.293 0.3 0.2 0.1
H 2.729 3.436 -2.379 0.0 -0.3 0.1
H 3.766 2.091 -1.850 -0.3 0.2 0.0
C 3.238 3.873 0.220 0.0 0.3 -0.2
H 3.058 4.068 1.287 0.1 -0.1 -0.3
H 4.298 3.631 0.059 -0.4 0.0 0.1
H 3.048 4.817 -0.317 0.1 -0.2 0.2
Ti 0.486 -0.456 -0.077 -0.7 0.2 -0.8
C 0.986 -1.635 1.338 2.1 -3.3 5.1
O 1.326 -2.304 2.266 -1.3 2.2 -3.3
N 0.190 0.577 -2.117 -1.9 2.9 -3.8
C -0.334 1.259 -2.955 0.7 -3.2 4.6
C -1.515 1.928 -3.417 -0.7 0.8 -0.9
C -1.650 2.474 -4.708 0.1 -0.1 0.3
C -2.599 2.007 -2.507 0.1 -0.1 0.2
C -2.843 3.097 -5.068 -0.1 0.0 0.0
H -0.809 2.395 -5.399 -0.4 0.1 0.1
C -3.784 2.643 -2.874 0.3 -0.1 -0.2
H -2.521 1.556 -1.513 0.1 0.2 -0.3
C -3.906 3.189 -4.158 0.3 -0.2 0.1
H -2.960 3.522 -6.068 0.1 -0.2 0.4
H -4.613 2.695 -2.161 0.4 0.0 -0.3
H -4.837 3.674 -4.452 0.3 -0.1 0.1
C 2.785 -2.424 -1.115 0.3 -0.3 -0.2
O 1.925 -1.300 -1.356 0.1 0.0 -0.9
H 2.762 -3.085 -1.991 0.1 0.1 0.3
H 2.401 -2.960 -0.240 0.1 0.2 -0.3
H 3.804 -2.068 -0.908 -0.3 -0.3 -0.2
H 1.967 -0.984 -2.283 0.1 -0.3 0.8
```
Forces are in eV/Å.